43
Properties=species:S:1:pos:R:3:forces:R:3:lowdin_charge:R:1 method="wB97M-V/def2-TZVPD" s_squared=1.118 largest_force_ha_per_bohr=0.03407 e_tot_ha=-5212.7899 multiplicity=2 homo_lumo_gap_ev="8.744 / 8.260" lumo_ev="0.4 / 0.4" homo_ev="-8.36 / -7.87" total_charge=0
Mn 0.18557 -0.39529 -0.13451 0.521 -1.602 -0.480 0.475
C -1.91795 -2.60387 -0.23430 0.014 -0.013 0.032 -0.161
C -1.58176 -2.35414 1.23024 -0.051 -0.045 -0.022 -0.157
N -0.18612 -1.93482 1.36775 0.086 0.348 0.087 -0.140
C 0.83428 -2.97385 1.46895 0.032 -0.033 -0.032 -0.233
C 1.21157 -3.59232 0.12623 -0.033 -0.080 0.070 -0.412
S 1.51438 -2.33729 -1.15328 0.222 0.320 -0.010 0.983
C 0.27917 -2.76874 -2.41293 -0.045 -0.006 -0.105 -0.408
C -0.94911 -1.85964 -2.38965 -0.051 -0.024 -0.048 -0.245
N -1.34892 -1.51395 -1.02717 -0.153 0.264 -0.338 -0.155
H -3.00160 -2.67743 -0.36331 0.007 -0.002 -0.014 0.129
H -1.50116 -3.55099 -0.57975 0.032 0.023 0.036 0.102
H -1.81386 -3.23341 1.84276 0.016 -0.011 -0.020 0.124
H -2.19036 -1.52398 1.59290 0.016 0.008 0.000 0.132
H -0.11364 -1.30700 2.16128 -0.053 -0.091 0.094 0.099
H 0.52505 -3.77516 2.15217 0.000 0.007 -0.003 0.124
H 1.71944 -2.50276 1.89915 -0.004 0.019 -0.017 0.128
H 0.44767 -4.27810 -0.23665 -0.008 0.022 0.008 0.067
H 2.12599 -4.17234 0.24831 -0.005 0.001 0.001 0.078
H 0.03175 -3.82291 -2.28721 -0.017 0.012 0.031 0.072
H 0.77121 -2.67835 -3.38058 0.012 -0.005 0.015 0.080
H -1.76184 -2.33432 -2.95427 0.012 -0.027 0.026 0.126
H -0.69936 -0.91933 -2.87942 0.007 -0.005 0.008 0.105
H -1.96110 -0.69373 -1.06710 -0.056 -0.064 0.023 0.095
O -0.59982 2.98644 -2.69455 0.106 -0.069 -0.123 -0.236
As -0.20599 1.92944 -1.34447 -0.444 -0.102 0.169 0.904
O 0.85073 0.73108 -1.82875 -0.079 0.146 0.133 -0.478
O -1.53079 1.10252 -0.77654 -0.030 0.438 0.098 -0.459
C 0.37174 3.23526 -0.04364 0.080 0.035 0.016 -0.214
C 0.21698 4.56761 -0.40174 0.043 0.037 0.021 -0.081
C 0.50940 5.58441 0.50126 -0.012 -0.014 -0.057 -0.067
C 0.96383 5.27389 1.76666 0.021 -0.014 0.047 -0.062
C 1.12982 3.94462 2.13697 0.030 0.040 -0.010 -0.049
C 0.83444 2.92858 1.24564 -0.002 0.056 -0.063 -0.245
S 1.05343 1.26137 1.83882 -0.416 -0.057 -0.254 0.511
O 1.80777 0.55749 0.77098 0.051 -0.064 0.279 -0.368
O 1.69215 1.33697 3.11702 0.143 0.009 0.037 -0.279
O -0.29587 0.65909 1.83206 0.036 0.528 0.361 -0.358
H -0.35761 2.53192 -3.51104 -0.012 0.024 -0.003 0.051
H -0.13297 4.81392 -1.39350 -0.008 0.004 0.004 0.095
H 0.38033 6.61663 0.20346 -0.001 0.000 -0.003 0.107
H 1.19641 6.06029 2.47264 0.001 -0.006 0.004 0.108
H 1.49674 3.68222 3.11909 -0.008 -0.008 0.000 0.111


16
Properties=species:S:1:pos:R:3:forces:R:3:lowdin_charge:R:1 method="wB97M-V/def2-TZVPD" largest_force_ha_per_bohr=0.04073 e_tot_ha=-159.5682 smiles=CC.CC homo_lumo_gap_ev=12.482 lumo_ev=1.2 homo_ev=-11.31 total_charge=0
C -0.96015 1.60265 0.29869 0.862 1.409 -1.287 -0.204
C -1.58551 0.96568 1.49689 -0.896 0.091 0.845 -0.166
H -1.27560 1.34560 -0.70646 -0.306 -1.014 0.012 0.058
H -1.13929 2.68366 0.21054 -0.176 -0.018 0.741 0.069
H 0.13687 1.54971 0.27924 -0.247 -0.204 0.281 0.060
H -1.24276 -0.03355 1.76993 0.366 0.123 -0.223 0.063
H -2.67606 0.87115 1.45649 0.073 0.122 -0.402 0.066
H -1.42799 1.64056 2.34237 0.199 -0.298 0.173 0.066
C 1.01498 -0.81018 -1.43125 -1.007 0.129 0.418 -0.156
C 1.52983 -1.76905 -0.35471 0.361 -1.006 -0.341 -0.166
H 0.48002 0.01856 -0.93282 0.737 -0.239 -0.335 0.018
H 1.76669 -0.43520 -2.11331 0.278 0.189 0.095 0.060
H 0.20912 -1.21055 -2.04793 0.226 -0.532 -0.110 0.062
H 2.39454 -2.40858 -0.59481 -0.067 0.521 -0.556 0.061
H 0.80888 -2.53826 -0.06487 -0.362 0.459 0.141 0.061
H 1.84709 -1.22639 0.51633 -0.041 0.270 0.549 0.048


81
Properties=species:S:1:pos:R:3:forces:R:3:lowdin_charge:R:1 method="wB97M-V/def2-TZVPD" largest_force_ha_per_bohr=0.03737 e_tot_ha=-3832.9002 homo_lumo_gap_ev="2.487 / 2.486" lumo_ev="3.8 / 3.8" homo_ev="1.34 / 1.34" total_charge=-2
La -0.01894 0.76453 1.30272 1.338 0.587 -1.248 1.796
O -2.28414 0.52610 5.29731 -0.026 -0.071 -0.043 0.052
C -1.81036 0.46504 4.17124 0.162 0.244 0.298 -0.449
N -0.88920 1.26837 3.58084 -0.182 0.093 0.510 -0.011
C -0.34466 2.32261 4.25893 -0.185 -0.223 0.483 -0.454
O -0.36667 2.54172 5.46412 0.044 0.017 -0.162 0.048
C 0.35540 3.32018 3.37213 0.365 0.530 -0.573 -0.189
C 1.01041 4.39494 3.98342 0.001 -0.155 0.286 -0.023
C 1.57842 5.38461 3.21604 -0.058 -0.071 -0.386 -0.080
C 1.44352 5.30493 1.82701 -0.025 0.113 0.403 -0.082
C 0.81151 4.19847 1.29805 -0.109 -0.005 -0.449 -0.155
N 0.30450 3.20573 2.02696 -0.058 0.711 1.149 -0.013
C -2.35474 -0.61909 3.25582 -0.368 -0.408 -0.361 -0.170
C -3.14358 -1.62232 3.81582 0.101 0.074 0.223 -0.009
C -3.70846 -2.58304 3.00245 0.024 0.026 -0.233 -0.074
C -3.50488 -2.49706 1.62998 -0.068 0.013 0.222 -0.063
C -2.71011 -1.47021 1.15569 -0.034 -0.034 -0.267 -0.128
N -2.12888 -0.56568 1.93735 -0.774 -0.633 0.875 0.002
H 1.04395 4.40433 5.06376 0.005 0.016 -0.004 0.105
H 2.10997 6.21073 3.67264 -0.010 -0.002 0.035 0.094
H 1.84855 6.06853 1.17768 -0.019 -0.036 -0.056 0.094
H 0.70330 4.09162 0.22431 0.137 -0.166 0.019 0.107
H -3.28363 -1.61571 4.88731 -0.015 0.031 -0.004 0.109
H -4.30814 -3.38280 3.42019 -0.006 0.010 0.031 0.096
H -3.94619 -3.20986 0.94629 0.020 0.011 -0.028 0.095
H -2.52837 -1.36787 0.09116 0.114 -0.012 0.031 0.111
Cl -4.23597 3.51850 -4.73675 -0.053 0.068 -0.156 0.578
C -3.61894 3.09674 -3.15633 0.018 -0.007 0.141 -0.709
C -2.38324 2.47841 -3.04438 0.035 -0.022 0.023 -0.159
C -1.92693 2.12751 -1.79195 -0.160 -0.168 0.067 -0.550
Cl -0.37775 1.36175 -1.59308 -0.079 0.218 -0.713 0.717
C -2.64620 2.35049 -0.57576 -0.107 0.080 -0.146 -0.527
O -2.21324 1.98840 0.55516 0.054 0.004 -0.178 -0.226
C -3.89536 3.01249 -0.78633 0.177 -0.069 0.001 -0.597
Cl -4.84993 3.35997 0.62167 -0.107 0.032 0.097 0.653
C -4.37561 3.37387 -2.02893 0.060 -0.038 -0.081 -0.172
H -1.77939 2.27200 -3.91783 -0.022 -0.004 -0.016 0.098
H -5.33320 3.86796 -2.11786 -0.011 -0.013 0.013 0.091
C -3.35245 -2.66044 -4.53347 0.015 -0.006 -0.039 -0.053
C -1.91071 -2.86746 -4.16217 0.226 0.110 0.106 -0.265
C -1.25177 -4.06231 -4.45438 -0.139 -0.027 -0.048 -0.048
C 0.06231 -4.26484 -4.07443 0.219 0.114 0.072 -0.054
C 0.72821 -3.25022 -3.39802 -0.301 -0.001 -0.025 -0.297
C 0.10541 -2.04283 -3.12190 0.295 0.033 0.123 -0.042
C -1.20633 -1.85438 -3.50858 -0.327 -0.076 -0.183 -0.018
S 2.35851 -3.52553 -2.82081 0.790 -0.698 0.414 0.635
O 2.97327 -2.28489 -2.45227 -0.336 0.129 0.020 -0.281
O 3.07473 -4.36614 -3.75433 -0.248 0.010 0.045 -0.330
N 2.07496 -4.52004 -1.50160 -0.089 0.417 -0.204 -0.143
C 1.22947 -4.02878 -0.39056 0.027 0.200 0.070 -0.209
C 1.86396 -3.08434 0.64254 -0.162 0.070 -0.222 -0.077
C 0.94694 -1.91809 1.05214 0.149 -0.440 0.122 -0.725
O 1.08517 -1.44756 2.20156 -0.190 -0.216 0.136 -0.119
O 0.11747 -1.47969 0.20784 -0.140 -0.686 -0.511 -0.208
H -3.77867 -3.56303 -4.97180 -0.019 0.017 -0.017 0.067
H -3.45427 -1.84378 -5.25063 -0.023 -0.009 -0.004 0.082
H -3.94178 -2.39272 -3.65515 0.001 0.001 -0.005 0.082
H -1.78296 -4.84395 -4.98655 -0.004 -0.010 0.026 0.103
H 0.59485 -5.18137 -4.29267 -0.090 -0.042 -0.007 0.111
H 0.65700 -1.28302 -2.58787 -0.031 0.142 0.097 0.096
H -1.69958 -0.91095 -3.29901 0.050 -0.011 0.086 0.108
H 2.97764 -4.86441 -1.19095 0.034 -0.044 -0.078 0.103
H 0.85040 -4.92503 0.10543 -0.066 0.032 -0.042 0.111
H 0.37873 -3.51162 -0.83393 -0.036 -0.034 -0.006 0.097
H 2.75651 -2.61563 0.21824 0.004 0.101 0.027 0.111
H 2.14286 -3.60991 1.55555 0.119 -0.007 -0.032 0.108
C 3.86335 2.72946 1.06389 0.210 -0.151 -0.020 -0.119
C 3.64420 1.24332 0.73160 -0.321 -0.015 -0.178 -0.758
C 4.69761 0.84540 -0.31346 0.061 0.106 0.138 -0.114
C 3.91219 0.43270 2.01779 0.267 0.164 -0.147 -0.107
C 2.21059 0.98660 0.24252 0.113 0.120 0.429 -0.325
H 4.91644 2.92233 1.32872 -0.033 0.075 0.089 0.060
H 3.23330 3.03411 1.90182 -0.020 0.015 0.038 0.052
H 3.59825 3.34096 0.19913 -0.008 0.008 -0.008 0.062
H 5.72012 1.02339 0.05494 0.030 -0.043 -0.030 0.057
H 4.55322 1.43433 -1.22260 -0.014 -0.010 -0.021 0.063
H 4.59966 -0.21032 -0.57807 -0.027 -0.018 0.003 0.060
H 4.92216 0.63004 2.41837 -0.011 -0.047 0.063 0.059
H 3.81311 -0.63344 1.81137 -0.016 -0.034 0.038 0.060
H 3.17561 0.68744 2.78274 0.005 -0.009 0.036 0.062
H 2.29745 0.38974 -0.68781 -0.144 0.033 -0.154 -0.062


20
Properties=species:S:1:pos:R:3:forces:R:3:lowdin_charge:R:1 method="wB97M-V/def2-TZVPD" largest_force_ha_per_bohr=0.07060 e_tot_ha=-842.0787 homo_lumo_gap_ev=8.160 lumo_ev=-5.1 homo_ev=-13.30 total_charge=+1
C 0.19035 -1.76367 2.30772 -2.807 -0.460 0.648 -0.048
C -0.93925 -1.62505 1.38188 2.149 1.706 -0.103 0.133
C 1.30302 -1.34720 1.75978 2.782 -0.453 -0.239 -0.045
C -0.36475 -1.02153 0.24368 -0.300 -1.164 0.891 -0.259
C 1.10691 -0.85255 0.37836 0.321 -1.382 -0.072 -0.111
C -0.93146 2.78178 -1.90178 0.057 -0.130 2.552 -0.099
C -1.03818 -0.85531 -0.92979 1.865 0.878 -1.218 -0.092
N -0.63691 2.09902 -0.86800 0.738 -0.332 -1.066 -0.547
N -0.56925 -0.58251 -2.13341 1.828 -0.934 -0.006 0.182
Cl -1.26385 2.49353 0.62211 -0.843 0.459 0.856 0.615
H 0.11647 -2.05996 3.32811 -0.211 -0.518 0.422 0.115
H -1.97629 -1.82489 1.64281 0.190 -0.077 -0.452 0.141
H 2.26973 -1.50285 2.27017 -0.496 0.647 -0.478 0.144
H 1.32274 0.21028 0.40172 0.508 0.317 -0.625 0.136
H 1.70113 -1.49570 -0.37333 -0.687 1.359 0.990 0.179
H -0.29144 2.48254 -2.66793 0.335 -0.144 -1.959 0.053
H -1.59214 3.62895 -1.89039 -0.259 0.331 -0.277 0.077
H -2.04281 -0.81087 -0.89067 -3.579 -0.603 0.097 0.117
H -1.16167 -0.90341 -2.89419 0.286 0.653 -0.127 0.143
H 0.47536 -0.53545 -2.29762 -1.879 -0.151 0.167 0.165


61
Properties=species:S:1:pos:R:3:forces:R:3:lowdin_charge:R:1 method="wB97M-V/def2-TZVPD" s_squared=2.026 largest_force_ha_per_bohr=0.06656 e_tot_ha=-2995.3774 multiplicity=3 homo_lumo_gap_ev="1.695 / 5.633" lumo_ev="1.8 / 1.8" homo_ev="0.06 / -3.88" total_charge=-1
O 0.66659 -1.44610 -4.30051 -1.346 -1.334 2.108 -0.136
C 1.17800 -0.89852 -5.25660 2.452 0.627 -2.304 -0.384
C 2.52027 -1.18591 -5.78172 -2.920 0.929 0.807 -0.266
C 3.33258 -2.15141 -5.18361 1.042 -0.932 0.343 -0.085
H 2.95444 -2.68668 -4.32370 -0.031 -0.003 0.068 0.088
C 4.59156 -2.40502 -5.69296 -0.589 0.073 0.263 -0.148
H 5.22238 -3.15259 -5.23099 0.088 -0.095 0.066 0.078
C 5.05047 -1.69927 -6.80166 1.109 -0.492 -0.143 -0.189
H 6.03702 -1.90065 -7.19789 0.112 -0.025 -0.033 0.062
C 4.24817 -0.73820 -7.40147 -1.104 0.570 0.033 -0.161
H 4.60774 -0.19174 -8.26278 0.039 0.084 -0.117 0.074
C 2.98568 -0.48255 -6.89166 1.177 0.254 -1.060 -0.110
H 2.35202 0.26578 -7.35262 -0.070 0.068 -0.023 0.086
H 0.62842 -0.11076 -5.81492 -0.008 0.122 -0.123 0.080
C 1.69931 2.37316 0.13191 0.178 0.569 0.068 -0.169
C 0.67330 1.93945 1.12486 0.059 0.765 0.430 -0.406
H 2.13507 3.34886 0.35991 0.142 0.131 -0.045 0.049
H 1.25555 2.42231 -0.86168 -0.007 -0.002 -0.052 0.044
H 2.50531 1.64576 0.06510 0.067 -0.112 -0.017 0.046
C 0.16188 2.71404 2.08732 0.317 0.410 -0.116 -0.259
C 0.47609 4.14943 2.38849 -0.098 0.249 0.140 -0.122
H -0.60579 2.29290 2.73221 -0.188 0.089 0.112 0.063
H 1.29025 4.54123 1.78496 0.072 -0.003 -0.058 0.049
H 0.74625 4.28413 3.43984 0.047 0.056 0.093 0.053
H -0.39559 4.78631 2.21255 -0.047 0.094 -0.009 0.060
Ti -0.01370 0.03518 0.96342 1.086 0.193 -1.219 0.401
Cl 2.06003 -0.96989 1.34240 0.934 -0.246 0.282 0.036
Cl 0.07249 -0.02706 -1.34079 -0.086 0.020 -0.351 0.176
C 0.49516 0.31334 3.81062 -0.197 -0.138 0.025 -0.307
O -0.37480 -0.07564 3.01195 -0.073 -0.016 0.966 -0.149
N 0.27957 0.44528 5.12197 -0.061 -0.056 -0.165 -0.161
C -1.01696 0.17024 5.70641 0.073 0.029 -0.015 -0.025
C 1.33166 0.89523 6.00754 -0.016 0.004 -0.011 -0.037
H 1.50106 0.55565 3.47487 0.068 -0.010 -0.078 0.103
H -1.69845 -0.12737 4.91891 -0.054 -0.018 -0.070 0.085
H -1.40224 1.06105 6.20309 -0.013 0.066 0.014 0.092
H -0.94035 -0.63085 6.44185 0.027 -0.058 0.035 0.092
H 2.23927 1.07299 5.43947 0.047 0.004 -0.073 0.095
H 1.53883 0.14524 6.77144 -0.006 -0.063 0.026 0.090
H 1.04358 1.82261 6.50346 -0.035 0.056 0.008 0.091
H -5.40105 1.30932 1.33462 -0.060 -0.048 0.027 0.090
H -5.77030 -0.35616 -0.67063 -0.043 -0.019 0.056 0.088
C -4.56020 1.69148 0.75522 0.048 -0.037 -0.035 -0.024
C -4.89361 0.11073 -1.12118 0.005 0.023 -0.015 -0.039
N -4.02300 0.65376 -0.10125 0.053 -0.031 0.031 -0.167
H -3.78082 2.02756 1.42786 0.095 0.041 0.057 0.088
C -2.76356 0.22803 0.02447 0.044 0.363 0.337 -0.297
O -1.98139 0.66220 0.88574 -1.273 -0.007 -0.210 -0.123
H -4.36020 -0.63593 -1.70064 0.071 -0.042 -0.051 0.095
H -2.44987 -0.52864 -0.69229 0.054 -0.046 -0.134 0.102
H -4.90558 2.53210 0.15378 -0.008 0.041 -0.051 0.094
H -5.23054 0.89859 -1.79534 0.008 0.043 -0.031 0.093
N -1.03826 -4.03912 0.30189 0.689 -0.758 -0.846 0.069
C -1.96445 -3.70738 1.21868 -1.873 0.195 1.715 -0.126
C -1.78374 -2.38525 1.55647 -0.765 -1.514 0.045 -0.150
N -0.74928 -1.89848 0.84193 -0.004 -2.910 -1.025 -0.131
C -0.31177 -2.92574 0.08847 0.524 1.226 0.083 -0.167
H -0.90807 -4.97179 -0.14779 -0.112 1.556 0.613 0.187
H -2.71409 -4.37958 1.61574 0.245 -0.095 -0.243 0.105
H -2.36570 -1.81717 2.27082 0.246 0.053 -0.156 0.111
H 0.52331 -2.86850 -0.59551 -0.134 0.107 0.028 0.123